Here is a cluster of 4 separate species, C32H66BFIN6O13S3 in total from the OMol25 dataset. Energies are from ωB97M-V/def2-TZVPD.

Each atom is followed by the atoms it is bonded to, with distances in Å.
Positions of all 123 atoms, in Å:
1 C -2.3050 -1.6474 -6.2090  N2 1.522, H37 1.193, H38 1.187, H39 1.183
2 N -1.4389 -1.0188 -5.1268  C1 1.522, C3 1.531, H40 1.052
3 C -0.6659 -2.1195 -4.3959  N2 1.531, N4 1.546, H41 1.194, H42 1.194
4 N 0.7071 -1.6228 -3.8876  C3 1.546, C5 1.516, C9 1.404
5 C 1.8847 -2.2644 -4.5950  N4 1.516, C6 1.635, H43 1.195, H44 1.166
6 C 1.8845 -2.1392 -6.2253  C5 1.635, C7 1.638, H45 1.194, H46 1.172
7 C 2.6316 -0.8156 -6.8368  C6 1.638, N8 1.543, H47 1.194, H48 1.170
8 N 1.6733 0.3861 -6.9780  C7 1.543, H49 1.047, H50 1.050
9 C 0.8173 -0.6680 -2.8640  N4 1.404, N10 1.509, N28 1.536
10 N -0.4882 -0.1570 -2.3056  C9 1.509, C11 1.510, C14 1.520
11 C -1.0902 -1.0418 -1.2401  N10 1.510, C12 1.672, H51 1.170, H52 1.191
12 C -2.7187 -1.3276 -1.4873  C11 1.672, F13 1.505, H53 1.175, H54 1.173
13 F -3.0032 -2.7998 -1.6142  C12 1.505
14 C -0.3564 1.1978 -1.6284  N10 1.520, B15 1.641, C18 1.644, H55 1.196
15 B -0.5434 2.4000 -2.7298  C14 1.641, O16 1.477, O17 1.506
16 O -0.2523 2.2494 -4.1697  B15 1.477, H56 1.003
17 O -1.0506 3.7401 -2.2666  B15 1.506, H57 1.020
18 C 0.9413 1.3385 -0.6288  C14 1.644, N19 1.525, C20 1.655, H58 1.196
19 N 1.3435 2.7774 -0.3238  C18 1.525, H59 1.040, H60 1.044
20 C 2.2144 0.3551 -1.0170  C18 1.655, C21 1.671, C25 1.673, N28 1.507
21 C 2.2970 -1.0160 -0.0648  C20 1.671, C22 1.633, H61 1.167, H62 1.194
22 C 2.5125 -0.7207 1.5263  C21 1.633, C23 1.647, H63 1.183, H64 1.190
23 C 4.0157 -1.0966 2.0857  C22 1.647, I24 2.194, H65 1.191, H66 1.192
24 I 4.0309 -1.9680 4.0994  C23 2.194
25 C 3.6103 1.1877 -0.6212  C20 1.673, O26 1.468, H67 1.194, H68 1.194
26 O 4.8247 0.3657 -0.6897  C25 1.468, O27 1.324
27 O 5.8244 1.2324 -0.6502  O26 1.324, H69 1.003
28 N 2.2017 -0.1631 -2.4324  C9 1.536, C20 1.507, C29 1.505
29 C 2.6186 0.8500 -3.4637  N28 1.505, C30 1.632, H70 1.182, H71 1.194
30 C 4.1796 0.8024 -3.9380  C29 1.632, C31 1.636, C35 1.672
31 C 5.2396 -0.4332 -3.7752  C30 1.636, C32 1.646, H72 1.191
32 C 6.8091 -0.4444 -4.2695  C31 1.646, C33 1.641, H73 1.188
33 C 7.3649 0.8914 -5.0443  C32 1.641, C34 1.673, H74 1.170
34 C 6.3322 2.1902 -5.2544  C33 1.673, C35 1.663, H75 1.194
35 C 4.7569 2.1617 -4.7227  C30 1.672, C34 1.663, C36 1.649
36 C 3.8296 3.4908 -5.0267  C35 1.649, H76 1.193, H77 1.194, H78 1.171
37 H -1.5571 -1.9159 -7.0985  C1 1.193
38 H -3.1153 -0.8907 -6.6328  C1 1.187
39 H -2.7896 -2.6110 -5.7222  C1 1.183
40 H -2.1004 -0.5544 -4.4531  N2 1.052
41 H -0.5475 -2.9967 -5.1968  C3 1.194
42 H -1.3030 -2.6197 -3.5187  C3 1.194
43 H 1.8029 -3.4315 -4.3542  C5 1.195
44 H 2.9387 -1.9381 -4.2165  C5 1.166
45 H 2.5005 -3.0791 -6.6296  C6 1.194
46 H 0.8338 -2.2109 -6.7387  C6 1.172
47 H 2.9142 -1.0916 -7.9640  C7 1.194
48 H 3.6440 -0.5369 -6.3202  C7 1.170
49 H 2.1153 1.1466 -7.5453  N8 1.047
50 H 0.7528 0.0774 -7.3783  N8 1.050
51 H -0.8807 -0.7146 -0.1367  C11 1.170
52 H -0.5805 -2.1112 -1.3662  C11 1.191
53 H -3.2456 -0.9780 -0.4965  C12 1.175
54 H -3.1182 -0.6970 -2.3917  C12 1.173
55 H -1.3132 1.2747 -0.9156  C14 1.196
56 H -1.1366 2.2422 -4.6438  O16 1.003
57 H -2.0173 3.5353 -2.0129  O17 1.020
58 H 0.5579 0.9181 0.4234  C18 1.196
59 H 1.8232 3.2421 -1.1213  N19 1.040
60 H 0.4691 3.2645 -0.0286  N19 1.044
61 H 1.3693 -1.7159 -0.1731  C21 1.167
62 H 3.2313 -1.6736 -0.4132  C21 1.194
63 H 1.7336 -1.3444 2.1608  C22 1.183
64 H 2.3069 0.4182 1.8012  C22 1.190
65 H 4.6068 -1.8064 1.3331  C23 1.191
66 H 4.6619 -0.0972 2.1556  C23 1.192
67 H 3.5681 1.6230 0.4898  C25 1.194
68 H 3.7536 2.1604 -1.2988  C25 1.194
69 H 6.1835 1.3088 -1.5832  O27 1.003
70 H 1.8718 0.7467 -4.3735  C29 1.182
71 H 2.4245 1.9449 -3.0290  C29 1.194
72 H 4.8446 -1.4101 -3.2195  C31 1.191
73 H 7.4477 -1.4190 -4.0367  C32 1.188
74 H 8.4701 0.8745 -5.4290  C33 1.170
75 H 6.8043 3.1124 -5.8475  C34 1.194
76 H 4.1656 3.8753 -6.1052  C36 1.193
77 H 2.7197 3.0826 -5.1895  C36 1.194
78 H 3.8811 4.3203 -4.2023  C36 1.171
79 O -5.5461 4.3669 -3.0986  S80 1.447
80 S -5.5495 4.4723 -1.6549  O79 1.447, O81 1.448, O82 1.629, C85 1.775
81 O -4.7127 3.6352 -0.8208  S80 1.448
82 O -7.0851 4.3752 -1.1200  S80 1.629, C83 1.420
83 C -7.8720 3.2573 -1.5056  O82 1.420, C84 1.517, H86 1.095, H87 1.095
84 C -7.5108 2.0215 -0.7034  C83 1.517, H88 1.094, H89 1.094, H90 1.095
85 C -5.2651 6.1672 -1.2103  S80 1.775, H91 1.091, H92 1.092, H93 1.092
86 H -7.7840 3.0716 -2.5814  C83 1.095
87 H -8.9173 3.5182 -1.3080  C83 1.095
88 H -6.5020 1.6752 -0.9478  C84 1.094
89 H -8.2080 1.2058 -0.9142  C84 1.094
90 H -7.5275 2.2367 0.3700  C84 1.095
91 H -5.9296 6.8033 -1.7976  C85 1.091
92 H -4.2232 6.4047 -1.4341  C85 1.092
93 H -5.4530 6.2885 -0.1418  C85 1.092
94 O -1.3739 -3.7849 7.3425  S95 1.447
95 S -0.5547 -4.8911 7.7902  O94 1.447, O96 1.448, O97 1.629, C100 1.775
96 O -0.1754 -5.0548 9.1780  S95 1.448
97 O 0.7869 -4.9640 6.8692  S95 1.629, C98 1.420
98 C 1.5977 -3.8035 6.7525  O97 1.420, C99 1.517, H101 1.095, H102 1.095
99 C 2.4530 -3.5978 7.9882  C98 1.517, H103 1.094, H104 1.094, H105 1.095
100 C -1.2926 -6.4053 7.2298  S95 1.775, H106 1.091, H107 1.092, H108 1.092
101 H 0.9852 -2.9200 6.5425  C98 1.095
102 H 2.2515 -3.9555 5.8870  C98 1.095
103 H 1.8357 -3.3485 8.8566  C99 1.094
104 H 3.1650 -2.7821 7.8348  C99 1.094
105 H 3.0046 -4.5109 8.2351  C99 1.095
106 H -1.5347 -6.3098 6.1699  C100 1.091
107 H -2.2028 -6.5721 7.8093  C100 1.092
108 H -0.5899 -7.2238 7.3969  C100 1.092
109 O -5.4313 1.0898 9.1785  S110 1.447
110 S -4.0265 1.3597 9.3998  O109 1.447, O111 1.448, O112 1.629, C115 1.775
111 O -3.2058 2.0243 8.4092  S110 1.448
112 O -3.2867 -0.0193 9.8522  S110 1.629, C113 1.420
113 C -3.4140 -1.1652 9.0226  O112 1.420, C114 1.517, H116 1.095, H117 1.095
114 C -2.5094 -1.0742 7.8083  C113 1.517, H118 1.094, H119 1.094, H120 1.095
115 C -3.8518 2.2227 10.9412  S110 1.775, H121 1.091, H122 1.092, H123 1.092
116 H -4.4578 -1.3194 8.7289  C113 1.095
117 H -3.1174 -2.0308 9.6247  C113 1.095
118 H -2.8359 -0.2769 7.1338  C114 1.094
119 H -2.5168 -2.0139 7.2489  C114 1.094
120 H -1.4812 -0.8447 8.1064  C114 1.095
121 H -4.4260 1.6986 11.7072  C115 1.091
122 H -4.2398 3.2345 10.8075  C115 1.092
123 H -2.7935 2.2622 11.2060  C115 1.092

## Properties
- calculated total energy (eV) = -113787.59980
- LUMO (eV) = -3.43
- energy above the lowest of the compared OMol25 structures with the same formula, charge and spin (kJ/mol) = 890.1
- frontier orbital gap (eV) = 7.3
- net charge = +1


Here is a cluster of 3 separate species, C32H66FN2O6 in total from the OMol25 dataset. Energies are from ωB97M-V/def2-TZVPD.

Each atom is followed by the atoms it is bonded to, with distances in Å.
Positions of all 107 atoms, in Å:
1 C -4.5409 2.1714 0.7171  C2 1.377, H28 1.090, H29 1.092
2 C -3.9814 0.9646 1.0714  C1 1.377, N3 1.495, H30 1.085
3 N -4.6469 -0.0501 1.9454  C2 1.495, C4 1.518, C20 1.496, N24 1.455
4 C -3.5199 -0.6262 2.7829  N3 1.518, C5 1.524, H31 1.088, H32 1.089
5 C -3.9233 -1.6649 3.8224  C4 1.524, C6 1.542, H33 1.090, H34 1.091
6 C -3.9797 -3.1241 3.3276  C5 1.542, C7 1.530, H35 1.091, H36 1.094
7 C -2.7210 -3.5952 2.5967  C6 1.530, C8 1.535, H37 1.094, H38 1.095
8 C -1.4161 -3.4704 3.3963  C7 1.535, C9 1.534, H39 1.092, H40 1.095
9 C -0.2645 -3.9841 2.5230  C8 1.534, C10 1.544, H41 1.090, H42 1.094
10 C 1.1332 -3.6602 3.0946  C9 1.544, C11 1.534, H43 1.092, H44 1.092
11 C 1.8427 -2.6537 2.1793  C10 1.534, C12 1.552, H45 1.094, H46 1.093
12 C 3.3163 -2.4053 2.5969  C11 1.552, C13 1.546, H47 1.088, H48 1.089
13 C 3.6501 -0.8958 2.5963  C12 1.546, C14 1.542, H49 1.090, H50 1.092
14 C 4.9229 -0.5548 1.7955  C13 1.542, C15 1.534, H51 1.093, H52 1.092
15 C 4.8363 -0.9792 0.3238  C14 1.534, C16 1.551, H53 1.092, H54 1.091
16 C 4.2912 0.1339 -0.6096  C15 1.551, C17 1.536, H55 1.091, H56 1.092
17 C 2.7712 0.0333 -0.8092  C16 1.536, C18 1.531, H57 1.094, H58 1.092
18 C 2.3395 -1.1545 -1.6739  C17 1.531, C19 1.533, H59 1.092, H60 1.095
19 C 0.8700 -1.0280 -2.0914  C18 1.533, H61 1.093, H62 1.090, H63 1.090
20 C -5.7155 0.5921 2.7717  N3 1.496, C21 1.542, H64 1.087, H65 1.089
21 C -5.2271 1.6297 3.8018  C20 1.542, C22 1.512, F23 1.396, H66 1.091
22 C -5.3494 1.1936 5.2442  C21 1.512, H67 1.088, H68 1.091, H69 1.088
23 F -6.0370 2.7531 3.6295  C21 1.396
24 N -5.1863 -1.1741 1.1948  N3 1.455, C25 1.473, H70 1.013
25 C -5.9789 -0.7697 0.0208  N24 1.473, C26 1.559, H71 1.090, H72 1.092
26 C -5.2571 -0.9691 -1.3461  C25 1.559, C27 1.533, H73 1.088, H74 1.089
27 C -3.9065 -1.6817 -1.2103  C26 1.533, H75 1.089, H76 1.093, H77 1.089
28 H -4.2048 3.1081 1.1623  C1 1.090
29 H -5.3658 2.2715 0.0093  C1 1.092
30 H -3.0039 0.6861 0.6908  C2 1.085
31 H -2.8411 -1.0601 2.0518  C4 1.088
32 H -2.9730 0.2047 3.2264  C4 1.089
33 H -4.8558 -1.4507 4.3438  C5 1.090
34 H -3.1435 -1.6341 4.5849  C5 1.091
35 H -4.8525 -3.3446 2.7121  C6 1.091
36 H -4.0836 -3.7381 4.2267  C6 1.094
37 H -2.8747 -4.6506 2.3549  C7 1.094
38 H -2.6237 -3.0900 1.6301  C7 1.095
39 H -1.5292 -4.0637 4.3059  C8 1.092
40 H -1.2676 -2.4096 3.6219  C8 1.095
41 H -0.4322 -5.0457 2.3406  C9 1.090
42 H -0.3721 -3.4493 1.5746  C9 1.094
43 H 1.7123 -4.5846 3.1333  C10 1.092
44 H 1.0535 -3.2617 4.1081  C10 1.092
45 H 1.2503 -1.7342 2.1789  C11 1.094
46 H 1.8030 -3.0739 1.1708  C11 1.093
47 H 3.9297 -2.9437 1.8771  C12 1.088
48 H 3.4548 -2.8454 3.5836  C12 1.089
49 H 2.8389 -0.3146 2.1576  C13 1.090
50 H 3.7461 -0.5885 3.6398  C13 1.092
51 H 5.0448 0.5302 1.8529  C14 1.093
52 H 5.7706 -1.0021 2.3185  C14 1.092
53 H 5.8438 -1.2462 -0.0020  C15 1.092
54 H 4.2205 -1.8668 0.1748  C15 1.091
55 H 4.8261 0.0942 -1.5597  C16 1.091
56 H 4.5025 1.0859 -0.1174  C16 1.092
57 H 2.4211 0.9727 -1.2472  C17 1.094
58 H 2.3093 -0.0860 0.1736  C17 1.092
59 H 3.0017 -1.3014 -2.5295  C18 1.092
60 H 2.4252 -2.0567 -1.0602  C18 1.095
61 H 0.2321 -1.0362 -1.2039  C19 1.093
62 H 0.7337 -0.1000 -2.6459  C19 1.090
63 H 0.5977 -1.8926 -2.6975  C19 1.090
64 H -6.4375 1.0995 2.1365  C20 1.087
65 H -6.2778 -0.1746 3.3022  C20 1.089
66 H -4.2158 1.9698 3.5732  C21 1.091
67 H -4.5687 0.4913 5.5302  C22 1.088
68 H -6.3346 0.7551 5.4083  C22 1.091
69 H -5.2546 2.0646 5.8900  C22 1.088
70 H -5.7925 -1.7181 1.7967  N24 1.013
71 H -6.8348 -1.4445 -0.0020  C25 1.090
72 H -6.4005 0.2343 0.0987  C25 1.092
73 H -5.8687 -1.6360 -1.9501  C26 1.088
74 H -5.1009 -0.0118 -1.8400  C26 1.089
75 H -3.4915 -1.8709 -2.1996  C27 1.089
76 H -3.1651 -1.0836 -0.6753  C27 1.093
77 H -4.0048 -2.6271 -0.6796  C27 1.089
78 C -0.3027 1.4081 -8.4496  C79 1.514, H85 1.091, H86 1.090, H87 1.089
79 C 0.5822 0.1808 -8.4092  C78 1.514, O80 1.436, H88 1.088, H89 1.090
80 O 1.8946 0.4844 -7.9124  C79 1.436, C81 1.328
81 C 1.9888 0.6427 -6.5970  O80 1.328, O82 1.205, O83 1.333
82 O 1.0963 0.5388 -5.7946  C81 1.205
83 O 3.2524 0.9472 -6.2993  C81 1.333, C84 1.429
84 C 3.4707 1.1849 -4.9073  O83 1.429, H90 1.088, H91 1.089, H92 1.086
85 H 0.1785 2.2051 -9.0176  C78 1.091
86 H -1.2593 1.1706 -8.9146  C78 1.090
87 H -0.4924 1.7880 -7.4463  C78 1.089
88 H 0.7348 -0.2005 -9.4169  C79 1.088
89 H 0.1351 -0.6188 -7.8188  C79 1.090
90 H 3.1149 0.3464 -4.3114  C84 1.088
91 H 2.9763 2.1032 -4.5927  C84 1.089
92 H 4.5419 1.2898 -4.7595  C84 1.086
93 C 5.8218 5.1663 1.4119  C94 1.513, H100 1.091, H101 1.090, H102 1.089
94 C 5.8687 3.8564 0.6554  C93 1.513, O95 1.437, H103 1.089, H104 1.090
95 O 4.7846 3.7391 -0.2808  C94 1.437, C96 1.333
96 C 4.9237 4.4416 -1.4048  O95 1.333, O97 1.201, O98 1.335
97 O 5.8617 5.1305 -1.7023  C96 1.201
98 O 3.8334 4.2456 -2.1500  C96 1.335, C99 1.430
99 C 3.8039 4.9998 -3.3650  O98 1.430, H105 1.088, H106 1.089, H107 1.087
100 H 4.8497 5.2949 1.8903  C93 1.091
101 H 6.5982 5.1906 2.1763  C93 1.090
102 H 5.9728 6.0115 0.7421  C93 1.089
103 H 5.7470 3.0232 1.3460  C94 1.089
104 H 6.8208 3.7224 0.1425  C94 1.090
105 H 4.7047 4.8339 -3.9520  C99 1.088
106 H 3.6845 6.0612 -3.1540  C99 1.089
107 H 2.9440 4.6514 -3.9307  C99 1.087

## Properties
- calculated total energy (eV) = -52226.94352
- LUMO (eV) = -4.75
- frontier orbital gap (eV) = 7.5
- net charge = +1